Arrangement a

C19H23N5O | the ωB97M-V functional and the def2-TZVPD basis

The calculation puts the HOMO energy at -8.00 eV.

The geometry in ORCA input format:
```
! RIJCOSX wB97M-V def2-TZVPD def2/J DEFGRID3
* xyz 0 1
C 2.90 -0.44 -5.30
C 2.41 -0.58 -3.87
C 1.54 -1.82 -3.69
H 0.66 -1.75 -4.32
C 1.11 -2.04 -2.24
N 0.20 -1.00 -1.79
C -1.01 -1.25 -1.28
O -1.49 -2.35 -1.13
C -1.71 0.07 -0.87
C -3.12 -0.04 -0.61
N -4.25 -0.06 -0.46
C -0.89 0.71 0.24
N 0.07 1.44 -0.24
C 0.84 2.19 0.58
C 1.90 2.96 0.08
C 2.59 3.79 0.92
C 2.23 3.88 2.28
C 1.21 3.13 2.79
C 0.50 2.25 1.96
N -0.44 1.44 2.46
C -1.09 0.60 1.66
N -1.90 -0.27 2.30
C -2.51 -1.50 1.84
H -1.99 -1.92 0.98
C -2.45 -2.41 3.06
H -3.17 -3.22 3.01
C -2.73 -1.42 4.20
C -1.95 -0.19 3.76
H -2.41 0.75 4.07
H -0.92 -0.19 4.15
H -2.40 -1.79 5.17
H -3.79 -1.20 4.24
H -1.45 -2.83 3.17
H -3.55 -1.32 1.57
H 0.94 3.18 3.84
H 2.79 4.55 2.92
H 3.40 4.39 0.55
H 2.15 2.88 -0.97
H -1.61 0.74 -1.74
H 0.55 -0.05 -1.75
H 1.99 -2.06 -1.58
H 0.57 -2.99 -2.14
H 2.11 -2.70 -4.01
H 3.27 -0.63 -3.19
H 1.83 0.31 -3.60
H 3.51 0.45 -5.41
H 2.06 -0.37 -5.99
H 3.50 -1.31 -5.58
*
```

***

Arrangement b

C19H23N5O | the ωB97M-V functional and the def2-TZVPD basis

The calculation puts the HOMO energy at -8.60 eV.

The geometry in ORCA input format:
```
! RIJCOSX wB97M-V def2-TZVPD def2/J DEFGRID3
* xyz 0 1
C 4.85 1.13 -0.05
C 3.76 0.84 0.95
O 3.64 1.49 1.97
N 2.93 -0.21 0.68
C 3.10 -1.07 -0.48
H 4.17 -1.27 -0.57
C 2.39 -2.44 -0.37
C 2.04 -2.78 -1.82
H 1.28 -3.56 -1.89
C 1.56 -1.44 -2.36
H 1.52 -1.42 -3.45
H 0.57 -1.22 -1.98
C 2.59 -0.45 -1.81
H 2.17 0.53 -1.63
H 3.42 -0.35 -2.51
H 2.93 -3.11 -2.36
H 1.46 -2.35 0.18
H 3.01 -3.19 0.11
C 1.86 -0.42 1.64
C 0.47 -0.25 1.10
C -0.57 -1.05 1.45
C -1.90 -0.83 1.00
C -2.94 -1.69 1.38
C -4.22 -1.47 0.95
C -4.53 -0.39 0.13
C -3.53 0.49 -0.28
C -2.21 0.26 0.15
N -1.14 1.05 -0.19
C 0.16 0.84 0.24
N 0.92 1.78 -0.29
N 0.12 2.53 -1.02
N -1.09 2.13 -0.98
C -3.90 1.65 -1.16
H -4.66 2.26 -0.67
H -3.05 2.27 -1.40
H -4.33 1.27 -2.09
C -5.94 -0.18 -0.31
H -6.58 -0.96 0.09
H -6.01 -0.19 -1.40
H -6.31 0.78 0.03
H -5.01 -2.14 1.26
H -2.71 -2.53 2.02
H -0.40 -1.90 2.10
H 1.95 -1.40 2.12
H 2.03 0.35 2.40
H 4.43 1.32 -1.03
H 5.39 2.01 0.29
H 5.55 0.29 -0.12
*
```

***

Order of stability, best first: arrangement a, arrangement b

***

Arrangement a

C14H23NO2 | the ωB97M-V functional and the def2-TZVPD basis

The calculation puts the HOMO energy at -8.85 eV.

The geometry in ORCA input format:
```
! RIJCOSX wB97M-V def2-TZVPD def2/J DEFGRID3
* xyz 0 1
C 1.01 -4.48 2.19
H 1.82 -3.84 1.85
H 0.35 -4.68 1.35
H 1.43 -5.42 2.53
C 0.25 -3.81 3.33
C -0.95 -4.66 3.77
H -1.59 -4.90 2.92
H -0.59 -5.59 4.20
H -1.53 -4.12 4.51
O -0.10 -2.46 3.06
C -0.92 -2.22 1.94
C -1.35 -0.75 1.96
C -0.15 0.21 2.01
N 0.82 0.10 0.94
H 1.24 -0.83 0.98
C 0.36 0.39 -0.41
H 1.10 0.02 -1.11
C 0.27 1.92 -0.59
C 0.05 2.24 -2.04
C -1.23 2.19 -2.58
C -1.43 2.43 -3.93
C -0.36 2.74 -4.75
C 0.92 2.80 -4.21
C 1.12 2.55 -2.87
H 2.11 2.60 -2.44
H 1.76 3.05 -4.85
H -0.52 2.94 -5.80
H -2.43 2.39 -4.34
H -2.07 1.95 -1.95
O 1.44 2.52 -0.11
H 1.75 1.96 0.62
H -0.60 2.30 -0.01
H -0.61 -0.06 -0.66
H -0.53 1.24 2.02
H 0.39 0.04 2.94
H -1.96 -0.58 2.85
H -1.97 -0.56 1.08
H -1.82 -2.85 1.96
H -0.38 -2.44 1.00
H 0.93 -3.70 4.19
*
```

***

Arrangement b

C14H23NO2 | the ωB97M-V functional and the def2-TZVPD basis

The calculation puts the HOMO energy at -7.78 eV.

The geometry in ORCA input format:
```
! RIJCOSX wB97M-V def2-TZVPD def2/J DEFGRID3
* xyz 0 1
C 0.16 0.95 -3.02
H -0.50 1.56 -2.19
C 0.59 -0.38 -2.27
H 1.31 -0.18 -1.67
H 0.81 -0.98 -3.29
C -0.52 -1.23 -1.88
C -0.94 -0.51 -0.79
C -1.56 -0.11 0.43
C -2.10 0.55 1.56
N -1.23 1.62 2.29
C -0.64 2.58 1.66
C 0.49 2.34 0.77
C 1.45 2.05 1.58
C 1.22 0.67 2.41
C -0.27 0.95 3.13
H -0.43 0.10 3.47
H 0.04 1.86 3.80
H 1.02 -0.05 1.51
H 1.88 0.33 3.21
H 2.66 1.74 1.04
H 1.81 2.66 2.40
H 0.52 1.69 -0.10
H 0.94 3.39 0.34
H -1.38 3.07 0.86
H -0.69 3.33 2.50
H -2.92 1.24 1.28
H -2.46 -0.01 2.14
C -1.65 -1.65 -2.58
H -1.22 -2.00 -3.75
H -2.32 -2.21 -2.28
H -2.23 -0.73 -2.85
O -0.13 -2.62 -1.41
C 0.96 -2.68 -0.43
O 1.36 -1.72 0.03
C 1.22 -4.13 -0.30
H 0.72 -4.59 0.71
H 2.13 -4.28 0.16
H 1.32 -4.64 -1.20
H -0.52 0.68 -3.88
H 1.08 1.36 -3.36
*
```

***

Order of stability, best first: arrangement a, arrangement b

***

Arrangement a

C7H8N4 | the ωB97M-V functional and the def2-TZVPD basis

The calculation puts the HOMO energy at -7.84 eV.

The geometry in ORCA input format:
```
! RIJCOSX wB97M-V def2-TZVPD def2/J DEFGRID3
* xyz 0 1
C -2.84 -1.10 0.11
C -1.00 0.52 -0.07
C 0.55 2.33 -0.04
C 1.71 1.52 0.06
C 1.36 0.14 -0.05
C 1.32 -2.01 -0.04
C 0.05 -0.27 0.00
H -2.48 -1.39 0.90
H -2.08 -1.74 -0.80
H -3.87 -1.13 -0.19
H -2.88 1.18 0.27
H 0.95 3.33 0.10
H 2.78 1.88 0.24
H 3.22 -1.15 -0.01
H 1.89 -3.02 0.05
N -2.34 0.24 -0.02
N -0.71 1.86 -0.06
N 2.25 -0.99 0.06
N 0.18 -1.79 -0.03
*
```

***

Arrangement b

C7H8N4 | the ωB97M-V functional and the def2-TZVPD basis

The calculation puts the HOMO energy (spin up / spin down) at -7.62 / -7.54 eV.

The geometry in ORCA input format:
```
! RIJCOSX wB97M-V def2-TZVPD def2/J DEFGRID3
* xyz 0 1
C 1.70 -0.49 -0.04
C 1.01 1.75 -0.12
C 3.02 0.01 -0.13
C 2.35 2.08 -0.10
C 0.63 0.36 -0.06
C -0.70 -0.08 0.00
C -1.13 -1.47 -0.07
N 3.42 1.24 -0.18
N -3.94 1.58 0.27
N -1.75 0.95 0.22
N -2.87 1.19 -0.09
H 1.55 -1.54 -0.16
H 0.22 2.48 0.08
H 3.82 -0.68 -0.28
H 2.63 3.07 0.16
H -0.20 -2.16 -0.21
H -1.80 -1.76 -1.06
H -1.78 -1.77 0.84
H -4.47 2.04 -0.52
*
```

***

Order of stability, best first: arrangement a, arrangement b